This record from the OMol25 dataset describes a 12-piece molecular cluster, C57H145N7O19 overall at a distorted geometry. The level of theory is ωB97M-V/def2-TZVPD.

Summary:
* total energy: -4071.09729 Eh
* SMILES: COCCNCCOC.COCCNCCOC.COCCNCCOC.COCCNCCOC.COCCNCCOC.COCCNCCOC.COCCNCCOC.CC(C)O.CC(C)O.CC(C)O.CC(C)O.CC(C)O
* orbital gap: 9.3 eV
* ΔE to the lowest compared entry with this formula, charge and spin: 104.1 kcal/mol

XYZ file:
```
228
C57H145N7O19 | the OMol25 dataset | ωB97M-V/def2-TZVPD
C 0.318 0.736 -3.704
C 0.753 0.879 -5.198
C -0.378 0.791 -6.269
O 1.342 2.130 -5.472
H -0.608 1.353 -3.464
H 1.060 1.137 -2.984
H 0.019 -0.313 -3.405
H 1.522 0.105 -5.390
H 0.225 0.842 -7.237
H -1.080 1.663 -6.183
H -0.972 -0.117 -6.353
H 1.043 2.773 -4.785
C -3.534 3.127 5.911
C -2.464 2.246 5.181
C -1.240 1.847 6.111
O -3.126 1.081 4.695
H -3.968 2.609 6.656
H -4.356 3.343 5.199
H -3.098 4.028 6.335
H -1.963 2.828 4.419
H -1.556 1.256 7.026
H -0.917 2.790 6.586
H -0.418 1.402 5.669
H -2.378 0.478 4.435
C 3.385 1.103 0.550
C 4.551 1.943 0.126
C 4.497 2.735 -1.169
O 4.906 2.980 1.098
H 2.421 1.615 0.347
H 3.460 0.831 1.605
H 3.310 0.139 0.038
H 5.487 1.295 0.222
H 5.490 3.170 -1.232
H 3.682 3.434 -0.956
H 4.227 2.188 -2.070
H 4.402 2.816 1.912
C 0.649 -1.060 1.731
C -0.030 0.203 2.304
C -1.438 0.413 1.788
O -0.176 0.185 3.749
H 1.684 -1.229 2.131
H 0.605 -0.951 0.604
H 0.057 -1.977 2.000
H 0.618 1.038 2.014
H -1.820 1.261 2.447
H -2.025 -0.476 1.860
H -1.468 0.678 0.720
H 0.502 -0.422 4.117
C 1.619 -3.332 6.601
C 0.791 -2.330 5.741
C -0.122 -1.561 6.603
O 1.732 -1.412 5.104
H 0.990 -3.904 7.347
H 2.479 -2.814 7.014
H 2.048 -4.098 5.924
H 0.192 -2.911 4.951
H 0.455 -1.061 7.363
H -0.792 -2.310 7.081
H -0.755 -0.839 6.035
H 2.367 -1.939 4.569
C -6.121 -5.519 -9.556
O -5.476 -4.497 -8.818
C -4.138 -4.763 -8.572
C -3.591 -3.654 -7.674
N -2.314 -4.120 -7.121
C -1.591 -3.036 -6.519
C -0.278 -3.577 -5.975
O 0.489 -2.608 -5.322
C 1.600 -3.259 -4.741
H -7.100 -5.076 -9.775
H -6.252 -6.447 -8.970
H -5.554 -5.653 -10.465
H -3.692 -4.785 -9.612
H -3.928 -5.701 -8.038
H -4.330 -3.549 -6.797
H -3.593 -2.712 -8.247
H -1.735 -4.503 -7.865
H -2.207 -2.751 -5.652
H -1.278 -2.262 -7.186
H 0.262 -3.922 -6.885
H -0.486 -4.403 -5.289
H 2.190 -3.724 -5.582
H 1.512 -4.056 -4.005
H 2.250 -2.501 -4.366
C -0.024 -5.326 0.048
O 0.282 -5.376 1.392
C -0.695 -6.060 2.153
C -0.272 -6.263 3.612
N 0.725 -7.334 3.735
C 1.127 -7.477 5.119
C 2.416 -8.266 5.293
O 3.562 -7.622 4.722
C 4.743 -8.391 4.580
H -1.144 -5.118 0.021
H 0.098 -6.230 -0.575
H 0.542 -4.514 -0.446
H -0.773 -7.132 1.778
H -1.722 -5.618 2.128
H -1.143 -6.549 4.222
H 0.232 -5.295 3.952
H 1.561 -7.184 3.126
H 0.305 -7.965 5.711
H 1.222 -6.532 5.728
H 2.343 -9.246 4.832
H 2.648 -8.503 6.354
H 5.319 -8.185 5.524
H 5.284 -7.961 3.743
H 4.572 -9.454 4.490
C 2.208 3.399 7.543
O 2.155 3.092 6.185
C 3.044 2.076 5.750
C 2.813 1.885 4.223
N 3.217 3.030 3.440
C 2.167 3.931 3.021
C 2.679 5.328 2.787
O 2.027 6.025 1.733
C 0.646 6.223 2.050
H 1.780 4.420 7.630
H 3.247 3.423 7.885
H 1.734 2.639 8.172
H 2.870 1.194 6.319
H 4.086 2.452 6.028
H 1.721 1.681 4.131
H 3.347 0.944 3.859
H 3.995 3.499 3.890
H 1.387 4.049 3.786
H 1.699 3.549 2.097
H 3.731 5.416 2.493
H 2.567 5.861 3.714
H 0.505 5.791 3.101
H 0.031 5.566 1.447
H 0.295 7.301 2.093
C -4.934 3.569 1.644
O -4.176 3.904 0.429
C -4.822 4.617 -0.538
C -3.913 5.231 -1.531
N -4.685 5.843 -2.660
C -3.774 6.345 -3.714
C -2.902 5.331 -4.410
O -3.704 4.251 -4.759
C -2.974 3.193 -5.366
H -4.562 2.657 2.095
H -5.961 3.198 1.417
H -5.041 4.530 2.247
H -5.439 5.399 -0.073
H -5.592 4.089 -1.140
H -3.321 4.410 -1.931
H -3.160 5.846 -1.012
H -5.142 5.010 -3.075
H -3.032 7.095 -3.357
H -4.345 6.817 -4.484
H -2.153 4.943 -3.752
H -2.434 5.653 -5.374
H -3.617 2.356 -5.586
H -2.176 2.885 -4.673
H -2.642 3.465 -6.388
C 4.264 -3.404 0.037
O 3.501 -3.149 1.200
C 3.160 -4.196 2.180
C 4.206 -4.190 3.249
N 4.070 -2.929 3.935
C 5.147 -2.622 4.852
C 5.234 -1.150 5.001
O 5.328 -0.595 3.683
C 6.059 0.613 3.774
H 4.196 -2.572 -0.656
H 3.912 -4.281 -0.471
H 5.325 -3.534 0.157
H 3.164 -5.180 1.692
H 2.149 -3.898 2.363
H 5.221 -4.225 2.874
H 3.977 -5.090 3.867
H 4.166 -2.166 3.195
H 6.121 -3.033 4.546
H 4.850 -2.998 5.865
H 6.012 -0.868 5.600
H 4.290 -0.713 5.380
H 5.876 1.246 2.872
H 7.172 0.393 3.751
H 5.820 1.260 4.620
C -0.972 3.162 -0.440
O -0.451 4.114 -1.389
C 0.996 4.035 -1.542
C 1.435 5.159 -2.423
N 1.033 4.826 -3.791
C 1.778 5.598 -4.794
C 1.256 5.323 -6.182
O -0.072 5.672 -6.313
C -0.314 7.077 -6.386
H -2.008 3.341 -0.227
H -0.360 3.156 0.487
H -0.994 2.138 -0.903
H 1.360 3.033 -1.850
H 1.411 4.230 -0.547
H 2.536 5.148 -2.451
H 1.060 6.145 -2.005
H 0.058 4.861 -3.950
H 2.849 5.392 -4.759
H 1.628 6.687 -4.611
H 1.236 4.258 -6.492
H 1.833 5.813 -6.959
H 0.207 7.542 -7.270
H -0.135 7.618 -5.450
H -1.376 7.160 -6.474
C -3.893 -4.535 -3.852
O -3.608 -3.988 -2.562
C -2.427 -3.249 -2.540
C -2.328 -2.403 -1.198
N -3.360 -1.424 -1.002
C -3.411 -0.410 -1.986
C -4.367 0.659 -1.555
O -5.675 0.178 -1.697
C -6.717 1.190 -1.359
H -3.773 -3.793 -4.641
H -4.925 -4.950 -3.938
H -3.234 -5.318 -4.109
H -2.289 -2.518 -3.383
H -1.613 -3.972 -2.537
H -1.384 -1.869 -0.995
H -2.448 -3.077 -0.314
H -4.259 -1.923 -1.065
H -3.516 -0.569 -3.065
H -2.431 0.120 -1.920
H -4.107 1.535 -2.177
H -4.138 0.755 -0.485
H -6.621 2.028 -2.144
H -6.610 1.581 -0.322
H -7.582 0.600 -1.650
```

Löwdin population analysis, charges in e, atoms 1 to 5:
1. C -0.04
2. C -0.47
3. C -0.03
4. O -0.09
5. H 0.07

---

This record from the OMol25 dataset describes a 12-piece molecular cluster, C57H145N7O19 overall at a distorted geometry. The level of theory is ωB97M-V/def2-TZVPD.

Summary:
* total energy: -4071.12543 Eh
* SMILES: COCCNCCOC.COCCNCCOC.COCCNCCOC.COCCNCCOC.COCCNCCOC.COCCNCCOC.COCCNCCOC.CC(C)O.CC(C)O.CC(C)O.CC(C)O.CC(C)O
* orbital gap: 8.9 eV
* ΔE to the lowest compared entry with this formula, charge and spin: 86.4 kcal/mol

XYZ file:
```
228
C57H145N7O19 | the OMol25 dataset | ωB97M-V/def2-TZVPD
C -2.854 -1.366 3.277
O -2.345 -2.612 2.889
C -2.892 -3.318 1.777
C -2.438 -4.740 2.013
N -0.957 -4.775 1.946
C -0.190 -4.805 3.173
C -0.552 -5.858 4.154
O -0.471 -7.154 3.489
C 0.802 -7.769 3.489
H -3.884 -1.384 3.615
H -2.693 -0.594 2.464
H -2.155 -1.051 4.027
H -2.490 -2.845 0.862
H -4.011 -3.196 1.811
H -2.761 -5.363 1.122
H -2.933 -4.935 2.948
H -0.787 -5.688 1.523
H -0.288 -3.892 3.752
H 0.837 -4.926 2.877
H -1.577 -5.829 4.536
H 0.154 -5.679 4.988
H 1.122 -8.254 2.560
H 0.755 -8.681 4.125
H 1.633 -7.096 3.854
C -2.187 2.799 -9.170
O -2.046 2.600 -7.758
C -2.258 3.783 -7.012
C -1.531 3.755 -5.696
N -0.043 3.875 -5.848
C 0.666 3.891 -4.566
C 1.103 2.491 -4.018
O 2.102 2.056 -4.919
C 2.468 0.641 -4.866
H -3.142 3.261 -9.413
H -2.123 1.753 -9.632
H -1.337 3.381 -9.612
H -3.326 3.975 -6.830
H -1.955 4.672 -7.559
H -1.852 2.829 -5.187
H -1.859 4.602 -5.082
H 0.304 3.122 -6.434
H 0.119 4.472 -3.831
H 1.633 4.419 -4.802
H 0.170 1.849 -4.115
H 1.380 2.527 -2.967
H 2.698 0.380 -3.800
H 3.352 0.405 -5.503
H 1.714 -0.082 -5.233
C -8.537 1.293 -1.951
O -7.477 1.121 -0.977
C -7.965 1.529 0.286
C -6.903 1.377 1.342
N -6.756 0.002 1.731
C -6.369 -0.950 0.740
C -5.013 -0.674 0.165
O -4.593 -1.838 -0.543
C -3.448 -1.629 -1.320
H -8.070 1.234 -2.892
H -8.998 2.254 -1.767
H -9.347 0.555 -1.823
H -8.873 0.956 0.588
H -8.285 2.580 0.230
H -7.218 1.949 2.169
H -6.030 1.916 0.875
H -6.207 -0.124 2.544
H -7.086 -1.031 -0.089
H -6.488 -1.925 1.288
H -4.229 -0.415 0.833
H -5.161 0.164 -0.527
H -3.226 -2.638 -1.703
H -2.626 -1.199 -0.799
H -3.708 -1.008 -2.150
C -0.277 -2.744 -3.821
O 0.448 -3.449 -2.846
C 0.235 -2.966 -1.521
C 1.451 -3.330 -0.646
N 2.645 -2.496 -0.920
C 3.565 -2.842 -1.987
C 4.961 -3.088 -1.542
O 5.074 -4.276 -0.793
C 6.256 -4.224 -0.043
H 0.023 -1.621 -3.690
H -1.345 -2.778 -3.643
H -0.080 -3.099 -4.844
H -0.675 -3.447 -1.136
H 0.162 -1.872 -1.520
H 1.746 -4.392 -0.749
H 1.110 -3.134 0.334
H 3.089 -2.489 0.002
H 3.509 -2.211 -2.897
H 3.376 -3.837 -2.393
H 5.341 -2.244 -0.928
H 5.652 -3.187 -2.470
H 6.439 -3.288 0.486
H 7.085 -4.511 -0.771
H 6.127 -5.042 0.644
C 2.989 2.904 2.037
O 2.023 3.749 1.264
C 0.789 3.863 1.937
C -0.181 4.706 1.173
N -0.711 4.198 -0.062
C -1.547 5.210 -0.792
C -0.781 6.474 -1.354
O 0.428 5.957 -1.876
C 1.078 6.957 -2.703
H 3.841 2.942 1.336
H 2.733 1.881 2.212
H 3.232 3.395 2.994
H 0.851 4.290 2.935
H 0.285 2.843 1.995
H 0.303 5.699 1.158
H -1.009 4.910 1.832
H 0.058 4.009 -0.675
H -2.387 5.549 -0.140
H -1.917 4.619 -1.610
H -0.623 7.196 -0.541
H -1.362 6.975 -2.156
H 1.946 6.496 -3.212
H 1.460 7.750 -2.095
H 0.411 7.293 -3.509
C 0.483 -0.083 4.462
O 1.867 -0.353 4.606
C 2.222 -0.759 5.922
C 3.642 -1.320 6.020
N 4.033 -1.275 7.450
C 5.435 -1.718 7.604
C 6.472 -0.619 7.746
O 7.827 -1.051 8.055
C 8.502 -1.505 6.896
H 0.119 0.764 5.044
H -0.127 -0.977 4.724
H 0.380 -0.007 3.388
H 1.546 -1.570 6.259
H 2.160 0.094 6.646
H 4.269 -0.708 5.482
H 3.725 -2.356 5.712
H 3.509 -1.747 8.126
H 5.692 -2.377 6.823
H 5.495 -2.266 8.552
H 6.179 0.015 8.602
H 6.565 0.049 6.810
H 8.849 -0.623 6.348
H 7.946 -2.186 6.241
H 9.379 -2.094 7.137
C 3.153 -8.769 0.658
O 3.505 -7.785 1.676
C 3.097 -6.519 1.315
C 3.600 -5.514 2.319
N 3.518 -4.079 1.848
C 4.132 -3.167 2.859
C 4.024 -1.720 2.381
O 4.987 -1.456 1.360
C 4.815 -0.158 0.786
H 3.432 -9.752 1.047
H 3.699 -8.612 -0.317
H 2.039 -8.709 0.388
H 1.974 -6.549 1.333
H 3.378 -6.185 0.288
H 4.671 -5.761 2.552
H 3.031 -5.581 3.239
H 4.090 -4.016 0.968
H 5.110 -3.510 3.108
H 3.494 -3.212 3.751
H 4.166 -0.990 3.224
H 2.979 -1.539 2.009
H 3.854 -0.080 0.293
H 5.626 0.047 0.126
H 4.791 0.441 1.716
C -1.885 0.047 -5.138
C -3.083 -0.677 -5.747
C -3.683 0.034 -6.905
O -2.738 -2.022 -6.109
H -1.672 -0.432 -4.212
H -2.067 1.122 -4.961
H -1.053 -0.068 -5.808
H -3.881 -0.850 -4.984
H -3.855 1.114 -6.707
H -4.663 -0.342 -7.211
H -2.955 -0.063 -7.757
H -2.590 -2.109 -7.082
C -4.485 2.290 -3.109
C -4.365 3.457 -2.125
C -5.577 4.357 -2.029
O -4.114 2.918 -0.844
H -3.577 1.654 -3.212
H -4.902 2.621 -4.070
H -5.172 1.547 -2.727
H -3.442 4.031 -2.427
H -6.423 3.643 -2.003
H -5.728 4.921 -2.967
H -5.365 5.085 -1.155
H -3.158 2.759 -0.739
C 3.893 5.042 -1.323
C 4.397 3.978 -2.257
C 4.257 2.508 -1.826
O 3.695 4.119 -3.490
H 4.195 6.049 -1.637
H 4.103 4.916 -0.307
H 2.797 5.074 -1.306
H 5.461 4.246 -2.411
H 3.263 2.383 -1.436
H 5.046 2.225 -1.162
H 4.314 1.865 -2.716
H 3.756 3.315 -4.061
C -3.057 2.456 5.286
C -3.263 2.505 3.762
C -3.780 3.849 3.221
O -2.013 2.227 3.170
H -3.950 2.651 5.863
H -2.264 3.142 5.641
H -2.726 1.419 5.517
H -3.963 1.769 3.491
H -4.842 3.836 3.292
H -3.494 3.925 2.156
H -3.468 4.763 3.743
H -2.046 1.855 2.258
C -0.996 0.687 -1.479
C -0.824 0.629 0.050
C 0.617 0.749 0.563
O -1.677 1.605 0.587
H -0.336 -0.013 -1.920
H -0.697 1.605 -1.916
H -1.999 0.422 -1.836
H -1.211 -0.333 0.310
H 0.593 1.149 1.572
H 1.180 1.500 -0.064
H 1.187 -0.228 0.591
H -1.344 2.478 0.398
```

Löwdin population analysis, charges in e, atoms 1 to 5:
1. C -0.10
2. O -0.21
3. C -0.21
4. C -0.18
5. N -0.03

---

> Which of these has the highest total energy?

number 1

---

> Look up the ΔE to the lowest compared entry with this formula, charge and spin of the second one.

86.4 kcal/mol

---

> Number 2 is which compound?

C57H145N7O19

---

> The lowest orbital gap belongs to which entry?

number 2